<a>
The following is a DFT calculation (ωB97M-V with the def2-TZVPD basis set) of 2 unconnected molecules or ions with the total composition CH6NO.

Results
LUMO energy: 4.23 eV
net charge: -1
highest occupied orbital energy: -2.191 eV
frontier orbital gap: 6.42 eV

Cartesian coordinates (Å):
O: 0.287 2.360 1.414
H: 0.747 1.765 0.810
C: 0.252 -0.928 -0.588
N: -0.992 -0.365 -0.032
H: 1.073 -0.804 0.123
H: 0.529 -0.367 -1.479
H: 0.135 -1.985 -0.813
H: -0.877 -0.238 0.966
H: -1.155 0.562 -0.401

<b>
The following is a DFT calculation (ωB97M-V with the def2-TZVPD basis set) of 2 unconnected molecules or ions with the total composition CH6NO.

Results
LUMO energy: 4.24 eV
net charge: -1
highest occupied orbital energy: -2.368 eV
frontier orbital gap: 6.61 eV

Cartesian coordinates (Å):
O: -0.149 1.706 -1.709
H: -0.701 1.020 -1.280
C: 0.470 -0.833 1.452
N: -0.382 -0.809 0.292
H: 0.038 -0.264 2.224
H: 1.507 -0.349 1.154
H: 0.754 -1.943 1.620
H: -0.146 -1.435 -0.418
H: -0.409 -0.019 -0.383

Which is most stable, and by how much? <a>, by 0.0272 hartree.

<a>
The following is a DFT calculation (ωB97M-V with the def2-TZVPD basis set) of C25H31N3O5S in the gas phase.

Results
LUMO energy: 0.69 eV
net charge: 0
highest occupied orbital energy: -8.469 eV
frontier orbital gap: 9.16 eV
structure (SMILES): CCN(C(=O)CN1C(=O)COc2ccc(S(=O)(=O)N3CCCCCC3)cc21)c1cccc(C)c1

Cartesian coordinates (Å):
C: -2.507 2.555 -2.017
C: -1.403 1.740 -1.354
N: -1.897 1.021 -0.191
C: -1.429 1.325 1.036
O: -0.619 2.208 1.243
C: -1.944 0.443 2.181
N: -0.912 0.333 3.190
C: -1.094 0.952 4.389
O: -2.147 1.447 4.723
C: 0.145 1.022 5.270
O: 1.056 -0.048 5.135
C: 1.266 -0.473 3.860
C: 2.447 -1.148 3.574
C: 2.703 -1.598 2.289
C: 1.757 -1.383 1.308
S: 2.095 -1.776 -0.404
O: 2.809 -3.016 -0.491
O: 0.862 -1.643 -1.134
N: 3.109 -0.559 -0.839
C: 4.531 -0.762 -0.873
C: 5.181 -0.223 -2.154
C: 4.297 -0.396 -3.391
C: 3.331 0.773 -3.603
C: 2.137 0.780 -2.651
C: 2.537 0.720 -1.175
C: 0.563 -0.750 1.584
C: 0.299 -0.278 2.862
C: -2.832 -0.022 -0.444
C: -2.411 -1.189 -1.068
C: -3.342 -2.180 -1.332
C: -4.669 -2.011 -0.982
C: -5.097 -0.845 -0.355
C: -6.535 -0.675 0.027
C: -4.166 0.148 -0.091
H: -2.105 3.087 -2.875
H: -2.912 3.281 -1.317
H: -3.312 1.905 -2.355
H: -0.989 1.015 -2.061
H: -0.605 2.397 -1.002
H: -2.796 0.931 2.664
H: -2.240 -0.548 1.830
H: 0.646 1.975 5.032
H: -0.160 1.043 6.318
H: 3.153 -1.301 4.374
H: 3.617 -2.114 2.046
H: 4.667 -1.842 -0.809
H: 5.005 -0.296 0.005
H: 6.124 -0.753 -2.295
H: 5.418 0.836 -2.031
H: 3.734 -1.328 -3.308
H: 4.940 -0.468 -4.271
H: 2.948 0.731 -4.625
H: 3.883 1.711 -3.500
H: 1.503 -0.086 -2.850
H: 1.550 1.685 -2.821
H: 1.651 0.863 -0.550
H: 3.256 1.506 -0.932
H: -0.139 -0.652 0.777
H: -1.372 -1.329 -1.326
H: -3.022 -3.092 -1.812
H: -5.386 -2.790 -1.195
H: -6.722 0.324 0.412
H: -6.807 -1.398 0.796
H: -7.181 -0.847 -0.832
H: -4.470 1.066 0.390

<b>
The following is a DFT calculation (ωB97M-V with the def2-TZVPD basis set) of C25H31N3O5S in the gas phase.

Results
LUMO energy: 0.55 eV
net charge: 0
highest occupied orbital energy: -8.405 eV
frontier orbital gap: 8.96 eV
structure (SMILES): COc1ccccc1CNC(=O)C1CCN(S(=O)(=O)c2ccc3c(c2)C[C@@H](C)N3C(C)=O)CC1

Cartesian coordinates (Å):
C: 0.803 3.477 -2.286
O: 1.707 2.405 -2.157
C: 1.513 1.295 -2.939
C: 0.480 1.174 -3.860
C: 0.374 0.044 -4.650
C: 1.287 -0.984 -4.521
C: 2.299 -0.879 -3.582
C: 2.434 0.249 -2.790
C: 3.589 0.337 -1.819
N: 3.253 0.901 -0.530
C: 2.556 0.205 0.393
O: 2.278 -0.971 0.272
C: 2.165 1.040 1.615
C: 0.929 1.871 1.241
C: 0.362 2.586 2.471
N: 0.093 1.683 3.558
S: -1.451 1.070 3.676
O: -2.338 2.196 3.638
O: -1.467 0.207 4.821
C: -1.707 0.104 2.191
C: -2.299 0.697 1.093
C: -2.345 0.037 -0.128
C: -1.748 -1.211 -0.211
C: -1.160 -1.810 0.910
C: -1.156 -1.168 2.126
C: -0.529 -3.104 0.501
C: -1.193 -3.378 -0.858
C: -2.405 -4.296 -0.680
N: -1.632 -2.055 -1.316
C: -1.860 -1.683 -2.608
C: -1.588 -2.738 -3.657
O: -2.242 -0.569 -2.904
C: 1.216 0.872 3.957
C: 1.854 0.115 2.792
H: 0.804 3.883 -3.302
H: 1.152 4.246 -1.597
H: -0.214 3.179 -2.011
H: -0.254 1.954 -3.973
H: -0.432 -0.023 -5.364
H: 1.218 -1.861 -5.146
H: 3.010 -1.684 -3.465
H: 4.386 0.950 -2.251
H: 3.973 -0.671 -1.643
H: 3.271 1.905 -0.463
H: 2.990 1.713 1.876
H: 0.175 1.206 0.817
H: 1.189 2.611 0.483
H: 1.080 3.337 2.823
H: -0.578 3.087 2.237
H: -2.727 1.680 1.211
H: -2.805 0.486 -0.991
H: -0.747 -1.617 3.017
H: -0.696 -3.912 1.211
H: 0.548 -2.944 0.396
H: -0.490 -3.809 -1.572
H: -2.079 -5.283 -0.363
H: -2.969 -4.399 -1.603
H: -3.067 -3.884 0.079
H: -2.168 -3.638 -3.481
H: -1.854 -2.326 -4.626
H: -0.530 -2.991 -3.660
H: 1.958 1.536 4.418
H: 0.847 0.183 4.717
H: 2.774 -0.363 3.134
H: 1.187 -0.667 2.433

Which is most stable, and by how much? <b>, by 0.0156 hartree.